1.
DFT (ωB97M-V/def2-TZVPD) results for a 10-piece molecular cluster, H22NO9 overall.

The geometry in XYZ format:
```
32
Properties=species:S:1:pos:R:3:forces:R:3:mulliken_charge:R:1
N 13.742 14.495 6.967 1.2624 -0.0289 0.7776 -0.906
H 13.799 15.465 7.244 -0.1046 0.2488 0.1643 0.172
H 13.403 13.928 7.731 -0.9608 0.1670 0.2501 0.100
H 14.677 14.120 6.895 0.7150 0.0241 -0.6141 0.643
H 13.271 14.401 6.079 -0.6070 -0.4083 -0.8050 0.392
O 16.456 16.055 8.684 0.3106 0.0400 -0.1605 -0.640
H 16.226 15.410 9.352 0.0466 -0.3080 0.1634 0.309
H 15.679 16.609 8.606 -0.1835 0.0316 -0.0895 0.322
O 15.305 12.631 4.556 0.4815 0.0043 0.3169 -0.767
H 14.506 12.148 4.766 -0.3280 -0.1504 0.1059 0.254
H 15.057 13.199 3.826 -0.0359 0.2277 -0.3046 0.364
O 12.532 13.786 4.603 0.5347 -0.1023 0.8358 -0.384
H 11.585 13.910 4.545 -1.0763 0.0154 -0.0810 0.089
H 12.802 13.577 3.709 0.1991 -0.0939 -0.8557 0.146
O 12.514 16.549 5.318 0.4412 0.2987 0.5366 -0.462
H 12.154 16.089 4.560 -0.2199 -0.5858 -0.6560 0.178
H 12.709 17.429 4.995 0.0881 0.4880 -0.1564 0.244
O 11.303 13.135 8.178 0.4383 0.0976 0.1815 -0.527
H 11.291 12.422 8.816 -0.3268 -0.2618 0.4236 0.285
H 10.401 13.191 7.862 -0.3675 0.1923 -0.3317 0.236
O 13.930 13.851 9.703 0.2184 -0.0911 -0.1953 -0.623
H 14.096 14.653 10.199 -0.0912 0.3108 0.1329 0.262
H 13.392 13.316 10.286 -0.1267 -0.2369 0.2192 0.298
O 13.629 11.617 7.531 0.6601 -0.0880 0.1991 -0.591
H 13.231 11.027 6.890 -0.1601 -0.1684 -0.2401 0.333
H 12.890 12.090 7.913 -0.3690 0.0090 -0.2277 0.330
O 11.071 16.741 7.598 -0.7035 0.0472 0.5684 -0.638
H 11.789 16.473 8.171 -0.0092 0.0122 0.2519 0.319
H 11.424 16.654 6.713 0.1371 -0.0460 -0.5620 0.324
O 13.587 16.996 8.766 0.3873 -0.4531 0.0879 -0.643
H 14.027 17.347 9.541 -0.0323 0.2648 0.4911 0.313
H 13.799 17.615 8.068 -0.2183 0.5434 -0.4266 0.270
```
Positions in Å, forces in eV/Å.

Output
LUMO level (alpha / beta)   -0.390 / -0.530 eV
ΔE to the lowest compared entry with this formula, charge and spin   0.634 eV
Spin multiplicity   2
HOMO-LUMO gap (alpha / beta)   2.6261 / 10.1340 eV
Highest occupied orbital energy (alpha / beta)   -3.02 / -10.66 eV
Total charge   0

***

2.
DFT (ωB97M-V/def2-TZVPD) results for a 14-piece molecular cluster, C29H91N23O14 overall.

The geometry in XYZ format:
```
157
Properties=species:S:1:pos:R:3:forces:R:3:mulliken_charge:R:1
C 3.604 2.137 -3.919 -0.3221 0.7875 -0.3662 -1.611
C 3.403 0.899 -3.071 -0.3720 -0.5816 -2.0790 2.076
C 4.392 -0.213 -3.479 -1.0114 0.9842 0.1334 -0.952
O 4.077 -0.716 -4.758 0.8560 -0.7683 0.6204 -0.199
C 5.243 -1.307 -5.341 -0.6593 -0.0886 -0.5407 -0.889
N 3.541 1.171 -1.714 0.2673 1.6701 1.8682 -0.028
H 2.787 2.881 -3.940 0.2069 -0.4219 0.6319 0.092
H 3.693 1.859 -4.954 0.2355 -0.3819 -0.5473 0.535
H 4.518 2.670 -3.644 -0.0004 -0.0558 0.0852 0.362
H 2.372 0.538 -3.231 0.2567 -0.2285 -0.3696 -0.884
H 4.303 -0.894 -2.637 0.0826 -1.0753 -0.2799 0.175
H 5.412 0.155 -3.472 0.3513 0.4001 0.0448 0.561
H 4.870 -1.755 -6.266 0.3436 -0.0280 0.0269 0.228
H 5.747 -2.094 -4.741 -0.4977 0.4506 0.0016 0.343
H 5.964 -0.518 -5.582 0.0698 -0.1160 0.0301 0.343
H 3.827 0.401 -1.145 0.2035 -0.2549 0.3380 0.008
H 4.112 2.002 -1.578 -0.1132 -0.3757 0.3618 -0.195
C 1.414 -3.931 -5.256 0.5790 -1.4883 1.2090 -1.615
C 1.056 -2.677 -5.994 1.5140 -0.8487 -0.8626 0.836
C -0.084 -2.727 -6.940 -0.7198 0.6217 -1.9135 -0.930
O -1.360 -2.618 -6.340 -0.2050 0.0552 -0.1519 -0.268
C -2.412 -2.801 -7.295 0.4631 -0.2115 0.6897 -0.868
N 0.811 -1.559 -5.123 -0.5513 0.6984 1.0121 0.013
H 0.732 -4.317 -4.488 -0.6123 0.0056 -0.6441 0.322
H 2.212 -3.646 -4.586 0.7812 0.1588 0.1043 0.372
H 1.846 -4.770 -5.859 -0.7035 0.7151 0.1863 0.424
H 1.971 -2.608 -6.679 -1.0705 0.9464 0.8238 -0.020
H -0.025 -3.636 -7.575 -0.0543 0.2918 0.2267 0.465
H 0.022 -1.823 -7.590 0.0257 -0.6333 0.0401 0.363
H -3.332 -2.690 -6.724 -0.0821 -0.0510 -0.2292 0.244
H -2.305 -3.804 -7.680 -0.3413 -0.5363 -0.1985 0.368
H -2.416 -2.142 -8.176 0.3337 0.3488 0.4414 0.313
H -0.015 -1.840 -4.591 -0.3882 0.2139 -0.3829 0.201
H 1.456 -1.497 -4.350 1.0336 0.0130 -0.2160 -0.283
C -4.226 -1.907 1.834 0.3908 0.4551 0.4901 -1.320
C -4.720 -3.310 1.834 -0.4340 -1.2824 1.9041 0.600
C -4.417 -4.066 0.591 -0.2509 -1.9333 -0.6257 -0.217
O -5.449 -5.082 0.397 1.3187 -0.5051 0.6253 -0.468
C -6.600 -4.632 -0.248 0.4400 1.0521 0.0422 -0.637
N -4.237 -4.088 3.027 -0.1330 1.0407 -0.5944 -0.706
H -4.665 -1.335 1.026 0.1464 0.2282 -0.2847 0.414
H -3.135 -1.888 1.808 0.1314 -0.0542 -0.4664 -0.281
H -4.444 -1.400 2.769 -0.3919 -0.0263 0.2189 0.347
H -5.795 -3.401 1.962 -0.3495 0.7581 -0.2466 0.733
H -3.477 -4.687 0.652 -0.7452 0.9511 -0.0266 -0.173
H -4.356 -3.377 -0.240 -0.0644 0.0054 -0.7241 0.432
H -6.218 -4.260 -1.211 -1.0032 -0.0238 -0.2482 0.281
H -7.018 -3.789 0.336 -0.2749 -0.1949 -0.4672 0.260
H -7.348 -5.438 -0.318 0.4964 0.2825 -0.1207 0.254
H -3.317 -4.368 2.711 0.1883 -0.7018 0.6302 0.164
H -4.872 -4.879 3.125 0.6122 -0.0615 -0.0602 0.314
C -0.327 4.502 -0.789 -0.8126 0.2479 0.5755 -1.408
C 0.951 3.830 -1.134 1.1587 -0.4446 -0.8755 1.391
C 2.112 4.823 -1.021 -0.4395 0.5870 -0.3537 -1.467
O 3.309 4.134 -1.280 0.2172 0.2860 0.0496 -0.050
C 4.465 4.680 -0.661 0.3729 -0.7724 -1.0175 -0.815
N 1.210 2.668 -0.244 -1.1147 -1.1602 -0.5597 1.987
H -0.475 5.436 -1.325 0.0320 -0.0120 -0.2930 0.581
H -0.277 4.778 0.276 -0.3246 -0.2447 -0.1183 0.019
H -1.184 3.844 -1.009 0.2754 0.3174 0.2307 0.101
H 0.956 3.563 -2.216 -0.2132 -0.2933 0.4852 -0.116
H 2.096 5.304 -0.035 0.2375 -0.2185 0.0860 0.548
H 1.983 5.638 -1.783 -0.0579 -0.5318 0.4726 0.292
H 4.763 5.679 -1.063 -0.1912 -0.6870 0.0328 0.263
H 5.239 3.886 -0.920 -0.4851 1.3451 0.7575 0.200
H 4.264 4.783 0.400 0.3786 -0.1426 0.3471 0.316
H 2.024 2.178 -0.599 0.7329 0.2271 -0.0940 -0.436
H 0.524 1.876 -0.396 0.3902 1.4878 0.2213 -1.051
C -1.446 0.101 3.275 -1.0831 0.0902 -0.3151 -0.712
C -0.575 -0.156 2.053 -0.7558 -0.9581 0.1596 1.874
C -1.333 0.453 0.861 0.1241 -0.1753 -0.1412 0.173
O -0.785 0.042 -0.409 -0.1703 -0.5621 1.4657 0.658
C -1.444 0.604 -1.541 1.2728 -1.1242 0.4917 -0.470
N 0.671 0.457 2.408 1.4018 -1.0625 -0.1439 0.886
H -1.409 1.175 3.398 -0.1487 0.3838 0.6454 -0.061
H -1.078 -0.404 4.156 0.2442 0.0060 0.2342 0.250
H -2.515 -0.153 3.145 0.6222 -0.0578 -0.0458 -0.069
H -0.429 -1.251 1.998 -0.0623 0.3751 -0.6221 -1.754
H -1.279 1.562 0.946 0.0328 -0.3832 -0.0506 -0.393
H -2.400 0.186 0.993 0.3754 -0.0203 -0.6407 0.228
H -2.447 0.224 -1.640 -0.4811 0.0030 -0.0949 0.434
H -0.796 0.216 -2.360 -0.7418 1.0022 0.0570 -0.224
H -1.428 1.659 -1.324 -0.2138 0.7493 -0.9928 0.022
H 1.458 0.397 1.762 -0.5708 -0.1297 -0.2848 -0.628
H 0.447 1.389 2.602 0.1422 1.8890 0.3782 0.233
C -1.076 2.041 -5.109 -0.7688 -0.3601 0.0461 0.535
O -1.492 3.161 -5.040 -0.5237 2.5157 -0.0401 -0.720
N -1.949 1.011 -4.978 -1.1326 -1.7284 -0.2375 -0.223
N 0.200 1.752 -5.292 2.1967 -1.6231 -0.1334 -0.183
H -2.842 1.224 -5.419 0.2997 -0.0843 0.5193 0.252
H -1.630 0.068 -5.164 0.0676 0.0950 -0.1662 0.098
H 0.575 0.794 -5.362 -0.3826 0.6973 -0.0336 0.090
H 0.803 2.534 -5.423 0.3482 0.2157 0.0460 0.152
C -0.426 -3.825 3.181 1.3848 0.9816 0.8689 0.318
O -1.203 -4.111 2.287 -0.8956 -1.1314 -0.4640 -0.541
N 0.956 -3.778 2.998 -2.1044 -0.3523 0.7126 -0.315
N -0.926 -3.486 4.421 -0.2404 0.1428 -0.1657 -0.393
H 1.397 -4.132 2.163 -0.3518 0.2469 -0.0432 0.218
H 1.448 -3.146 3.585 0.8571 0.3092 0.2908 0.155
H -0.384 -3.021 5.134 0.2532 -0.1845 -0.2604 0.211
H -1.943 -3.349 4.498 0.8147 -0.2057 -0.4053 0.233
C -2.480 4.675 4.026 1.9393 -0.5957 0.1081 0.598
O -1.857 3.764 3.481 -0.1531 -0.5853 -0.8597 -0.488
N -3.032 4.487 5.215 -1.3407 -0.1059 1.5829 -0.407
N -2.450 5.926 3.486 0.3132 0.9656 -0.5961 -0.566
H -2.918 3.560 5.664 -0.0512 1.0506 -0.5288 0.210
H -3.681 5.185 5.580 0.4219 -0.6610 -0.0480 0.193
H -1.846 5.876 2.655 -0.4912 0.4121 0.6576 0.245
H -2.203 6.686 4.126 -0.3033 -0.3924 -0.4139 0.276
C -0.962 1.455 7.397 0.4407 -2.1189 1.7722 0.505
O -1.310 1.902 6.355 -0.3043 2.2942 -3.0842 -0.520
N 0.279 1.534 7.905 0.9075 1.3267 -0.5302 -0.431
N -1.843 0.704 8.061 -1.2673 -0.6938 0.3568 -0.468
H 0.778 0.939 8.523 -0.2832 -0.5371 0.4403 0.210
H 0.819 2.092 7.288 0.9676 0.4234 -0.1989 0.245
H -2.710 0.790 7.539 -0.1734 -0.5692 1.0517 0.233
H -1.749 0.494 9.035 -0.3947 -0.0504 0.1473 0.199
C -4.090 2.506 0.962 0.8363 -1.0736 1.9010 0.447
O -4.688 1.776 0.217 -1.3388 -0.7611 -1.2453 -0.664
N -3.422 3.594 0.508 1.1093 1.2482 -0.3362 -0.375
N -3.980 2.222 2.298 0.7302 1.5197 -0.4168 -0.140
H -2.526 3.899 0.889 -0.6259 -0.3175 0.5034 0.055
H -3.342 3.512 -0.480 -0.1361 0.2015 -0.8042 0.351
H -3.229 2.680 2.827 -0.5814 -0.4727 0.0743 -0.003
H -4.531 1.469 2.628 -0.1391 -0.5708 0.3235 0.235
C 2.530 3.935 3.109 0.1241 0.1397 -1.4682 0.383
O 2.676 4.458 4.178 0.2281 0.5858 1.4643 -0.680
N 3.478 3.111 2.565 0.8958 -0.6557 -0.1310 -0.147
N 1.439 4.254 2.273 0.0663 -2.3481 0.3643 0.024
H 3.267 2.411 1.866 -0.1431 0.3686 -0.0193 0.024
H 4.343 2.961 3.089 -0.8372 0.1280 -0.1276 0.228
H 1.236 3.408 1.642 0.0518 1.7048 0.5036 -0.373
H 0.711 4.392 2.970 -0.5074 0.1625 -0.5286 0.271
C 2.723 -1.644 -0.136 -4.0476 1.8743 -1.6141 0.105
O 2.834 -0.803 0.767 0.6746 0.0221 -0.8073 -0.978
N 1.803 -1.436 -1.207 0.9758 1.4860 1.0900 1.223
N 3.316 -2.814 -0.144 1.6383 -2.3122 0.3344 -0.192
H 1.515 -2.164 -1.863 0.3101 0.0180 0.5548 -0.037
H 1.281 -0.531 -1.204 0.7693 -1.3724 0.3248 -0.704
H 4.018 -2.970 0.570 -0.3592 -0.0688 -0.1747 0.273
H 3.000 -3.615 -0.693 0.0797 0.6874 0.0125 0.153
C 0.351 -4.160 -0.751 -0.9125 -0.6389 -0.1155 0.158
O 0.967 -3.990 -1.834 -0.8786 -0.1131 1.8598 -0.719
N 0.294 -5.486 -0.182 -0.2681 2.0379 0.3665 -0.409
N -0.338 -3.206 -0.017 1.4615 -3.2097 -1.3654 0.657
H 0.292 -6.224 -0.850 0.2466 -0.2098 -0.5433 0.300
H -0.386 -5.640 0.567 0.3193 0.3639 -0.3757 0.179
H -0.862 -3.488 0.788 -0.1189 -0.4058 0.5131 -0.405
H -0.380 -2.275 -0.259 0.2804 2.2912 -1.0215 -0.018
C 3.240 -1.124 4.648 -1.1629 -0.7903 -1.2806 0.276
O 4.139 -1.248 5.414 1.3698 0.1328 2.0588 -0.637
N 1.950 -0.650 4.988 0.0820 0.1581 -2.1538 -0.051
N 3.419 -1.685 3.339 -0.6197 0.3677 1.8967 -0.207
H 1.778 -0.188 5.879 0.7481 -0.2235 -0.4186 0.188
H 1.465 -0.193 4.166 0.2456 -0.5744 0.9600 0.116
H 2.999 -1.176 2.592 -0.0835 0.0963 -0.8844 0.219
H 4.383 -2.002 3.202 -0.6536 0.6044 0.1477 0.249
```
Positions in Å, forces in eV/Å.

Output
LUMO level   0.348 eV
ΔE to the lowest compared entry with this formula, charge and spin   0.857 eV
HOMO-LUMO gap   9.2520 eV
Highest occupied orbital energy   -8.90 eV
Total charge   0

***

> Number 2 is which compound?

C29H91N23O14

***

> Which of these has the highest ΔE to the lowest compared entry with this formula, charge and spin?

C29H91N23O14